[1]
Computed, not measured: a 2-piece molecular cluster, C13H30NO9PS2 overall at a distorted geometry, with ωB97M-V/def2-TZVPD.

Calculated values
SMILES: CCCCN[C@@]1(OCCCC)OS(=O)(=O)O[C@H]1S.COP(=O)(OC)OC
Frontier orbital gap: 7.864 eV
Relative energy (zero: lowest compared OMol25 entry of this formula, charge and spin): 0.0 kcal/mol

Geometry as ORCA input:
```
! wB97M-V def2-TZVPD RIJCOSX def2/J DEFGRID3
* xyz 0 1
C -0.26 -2.93 3.31
C -1.75 -3.32 3.16
C -2.28 -3.21 1.71
C -3.29 -2.08 1.52
N -2.71 -0.86 2.12
C -3.32 0.34 1.70
O -2.79 1.51 2.20
C -1.37 1.54 2.33
C -0.57 1.23 1.06
C 0.80 1.96 1.15
C 1.96 1.03 0.76
O -3.56 0.53 0.27
S -5.06 0.28 -0.21
O -5.30 -0.99 -0.79
O -5.36 1.41 -1.01
O -5.78 0.23 1.22
C -4.79 0.39 2.25
S -5.16 -0.39 3.85
H 0.15 -2.57 2.37
H 0.32 -3.78 3.65
H -0.15 -2.12 4.03
H -2.40 -2.78 3.84
H -1.82 -4.38 3.42
H -2.75 -4.13 1.37
H -1.43 -3.05 1.03
H -3.43 -1.97 0.45
H -4.21 -2.38 2.03
H -1.73 -0.89 1.85
H -1.03 0.92 3.16
H -1.13 2.56 2.60
H -1.11 1.59 0.19
H -0.32 0.17 0.96
H 0.96 2.34 2.15
H 0.73 2.81 0.48
H 1.62 0.33 0.01
H 2.29 0.48 1.64
H 2.82 1.60 0.40
H -4.90 1.44 2.52
H -6.21 -1.14 3.49
C 6.72 1.57 -3.31
O 5.44 2.08 -2.93
P 4.15 1.05 -3.14
O 4.82 -0.20 -2.65
O 4.13 1.20 -4.77
C 4.17 2.49 -5.39
O 2.60 0.47 -3.01
C 2.24 -0.60 -3.88
H 7.37 2.43 -3.45
H 7.12 0.94 -2.52
H 6.65 1.01 -4.24
H 5.15 2.66 -5.82
H 3.96 3.30 -4.68
H 3.43 2.51 -6.18
H 2.94 -1.43 -3.77
H 2.21 -0.28 -4.92
H 1.24 -0.91 -3.58
*
```

[2]
Computed, not measured: a 2-piece molecular cluster, C13H31B2IN2O3 overall at a distorted geometry, with ωB97M-V/def2-TZVPD.

Calculated values
Frontier orbital gap: 4.992 eV
Relative energy (zero: lowest compared OMol25 entry of this formula, charge and spin): 8.6 kcal/mol

Geometry as ORCA input:
```
! wB97M-V def2-TZVPD RIJCOSX def2/J DEFGRID3
* xyz 0 1
C -0.94 1.19 -1.39
N -1.94 1.90 -2.17
C -2.33 1.19 -3.38
C -1.46 3.24 -2.54
O -2.14 4.15 -2.29
C -0.15 3.34 -3.24
B 0.71 4.72 -2.95
I 0.73 5.31 -0.79
B 0.19 5.94 -4.00
O -0.83 6.83 -3.78
O 0.83 6.08 -5.26
H -1.32 0.82 -0.44
H -0.06 1.77 -1.18
H -0.64 0.31 -1.96
H -2.61 0.16 -3.17
H -1.53 1.16 -4.12
H -3.16 1.72 -3.82
H -0.40 3.32 -4.30
H 0.50 2.50 -3.05
H 1.86 4.46 -3.23
H -1.51 6.45 -3.21
H 0.20 5.83 -5.95
C -0.75 -2.98 -0.59
C -1.56 -2.36 0.55
C -0.80 -1.56 1.60
N 0.22 -2.30 2.43
C 0.44 -1.45 3.67
C 1.59 -1.93 4.54
C 2.88 -2.04 3.75
C 2.67 -2.92 2.52
C 1.52 -2.41 1.67
C -0.30 -3.63 2.83
H -0.20 -3.87 -0.27
H -1.42 -3.31 -1.38
H -0.05 -2.27 -1.02
H -2.18 -3.12 1.02
H -2.27 -1.66 0.09
H -1.53 -1.15 2.30
H -0.28 -0.72 1.14
H 0.64 -0.44 3.31
H -0.50 -1.45 4.22
H 1.71 -1.22 5.37
H 1.34 -2.89 5.01
H 3.67 -2.45 4.38
H 3.21 -1.05 3.44
H 2.50 -3.96 2.82
H 3.58 -2.92 1.91
H 1.36 -3.08 0.83
H 1.75 -1.42 1.29
H -0.38 -4.26 1.95
H -1.27 -3.49 3.30
H 0.39 -4.10 3.53
*
```

[3]
Computed, not measured: C13H31B3O8 as an isolated structure at a distorted geometry, with ωB97M-V/def2-TZVPD.

Calculated values
Frontier orbital gap: 8.835 eV

Geometry as ORCA input:
```
! wB97M-V def2-TZVPD RIJCOSX def2/J DEFGRID3
* xyz 0 1
C 2.32 3.08 3.92
C 1.75 3.40 2.48
B 0.75 2.23 2.10
O 1.18 0.89 1.98
B 0.45 0.18 2.93
O -0.86 0.49 3.31
B -1.18 1.83 3.07
C -2.07 2.75 4.02
C -3.46 2.83 3.26
C -4.26 4.25 3.47
O -3.48 3.72 2.20
O -0.64 2.42 1.91
H 3.36 2.73 3.86
H 1.72 2.31 4.44
H 2.34 3.98 4.56
H 2.57 3.37 1.74
H 1.25 4.37 2.53
H 0.97 -0.74 3.48
H -1.70 3.79 4.03
H -2.29 2.33 5.01
H -4.08 1.91 3.23
H -3.56 4.43 4.36
H -4.06 5.26 3.08
C 0.49 0.00 -3.36
O -0.60 0.86 -3.67
C -1.86 0.20 -3.58
C -2.54 0.44 -2.24
O -1.79 -0.12 -1.17
C -0.97 0.84 -0.51
H 1.35 0.63 -3.11
H 0.28 -0.66 -2.52
H 0.74 -0.60 -4.25
H -1.75 -0.87 -3.78
H -2.49 0.62 -4.37
H -3.51 -0.06 -2.25
H -2.71 1.51 -2.08
H -1.56 1.41 0.19
H -0.48 1.52 -1.22
H -0.19 0.30 0.03
C 2.62 -3.00 -1.05
O 2.93 -3.19 -2.42
C 3.26 -4.53 -2.73
C 2.07 -5.30 -3.28
O 1.02 -5.41 -2.33
C 0.01 -4.42 -2.50
H 2.06 -2.07 -0.95
H 2.03 -3.82 -0.64
H 3.55 -2.91 -0.48
H 3.67 -5.04 -1.85
H 4.04 -4.50 -3.50
H 2.39 -6.31 -3.53
H 1.69 -4.83 -4.20
H -0.68 -4.73 -3.29
H 0.43 -3.44 -2.74
H -0.54 -4.34 -1.56
*
```

Q: What is the formula in the third record?
A: C13H31B3O8